(1)
{"formula": "C31H43F10INO10P", "method": "wB97M-V/def2-TZVPD", "elements": ["O", "C", "C", "C", "C", "F", "F", "C", "F", "F", "F", "C", "C", "C", "C", "C", "I", "C", "C", "F", "F", "C", "C", "C", "C", "C", "C", "F", "F", "F", "C", "C", "C", "O", "N", "P", "O", "O", "O", "H", "H", "H", "H", "H", "H", "H", "H", "H", "H", "H", "H", "H", "C", "C", "O", "H", "H", "H", "H", "H", "H", "C", "C", "O", "H", "H", "H", "H", "H", "H", "C", "C", "O", "H", "H", "H", "H", "H", "H", "C", "C", "O", "H", "H", "H", "H", "H", "H", "C", "C", "O", "H", "H", "H", "H", "H", "H"], "xyz": [[-1.252, -1.470, 8.700], [-1.608, -0.981, 7.682], [-1.874, -1.567, 6.255], [-1.302, -2.695, 5.526], [-0.172, -3.553, 6.160], [0.477, -2.957, 7.204], [-0.584, -4.833, 6.516], [0.947, -3.777, 5.026], [1.122, -2.552, 4.401], [0.628, -4.764, 4.152], [2.165, -4.039, 5.611], [-1.858, -2.956, 4.187], [-2.921, -2.108, 3.587], [-3.421, -2.476, 2.157], [-2.872, -1.555, 0.995], [-1.309, -1.389, 1.191], [-0.393, -1.199, -0.769], [-3.483, -0.966, 4.306], [-4.554, 0.034, 3.813], [-5.169, -0.254, 2.609], [-5.580, 0.037, 4.781], [-4.002, 1.503, 3.725], [-4.942, 2.617, 3.496], [-4.479, 3.998, 3.381], [-3.061, 4.315, 3.524], [-2.099, 3.218, 3.749], [-0.609, 3.631, 3.899], [-0.369, 4.878, 3.351], [-0.315, 3.745, 5.238], [0.190, 2.703, 3.272], [-2.586, 1.845, 3.829], [-2.925, -0.719, 5.655], [-3.241, 0.396, 6.699], [-4.201, 1.063, 6.929], [-1.993, 0.423, 7.465], [-2.345, 1.270, 8.965], [-1.173, 1.252, 9.897], [-3.617, 0.589, 9.769], [-2.618, 2.872, 8.608], [-1.499, -3.800, 3.559], [-3.168, -3.566, 1.997], [-4.550, -2.447, 2.163], [-3.055, -2.123, 0.036], [-3.438, -0.596, 0.904], [-0.946, -2.327, 1.697], [-1.147, -0.491, 1.837], [-6.020, 2.346, 3.408], [-5.226, 4.806, 3.223], [-2.735, 5.374, 3.454], [-1.849, 1.024, 3.997], [-3.344, 0.337, 10.673], [-2.376, 3.347, 9.429], [-1.530, -0.653, -5.984], [-0.870, -0.830, -4.631], [-1.498, -1.883, -3.903], [-2.592, -0.429, -5.866], [-1.058, 0.156, -6.544], [-1.461, -1.574, -6.571], [-0.959, 0.083, -4.041], [0.190, -1.064, -4.744], [-1.409, -2.690, -4.423], [2.288, 1.770, -8.182], [0.966, 2.441, -7.865], [0.503, 2.035, -6.577], [2.181, 0.683, -8.159], [2.650, 2.067, -9.169], [3.043, 2.033, -7.437], [0.208, 2.159, -8.599], [1.069, 3.528, -7.876], [1.172, 2.294, -5.933], [3.137, 7.323, -7.331], [3.392, 5.829, -7.281], [2.495, 5.141, -8.150], [2.108, 7.545, -7.040], [3.815, 7.857, -6.663], [3.272, 7.704, -8.347], [3.235, 5.448, -6.271], [4.419, 5.599, -7.582], [2.643, 5.474, -9.043], [2.886, -4.319, -3.000], [1.661, -3.488, -2.667], [1.715, -2.238, -3.349], [3.796, -3.789, -2.718], [2.860, -5.279, -2.478], [2.946, -4.506, -4.076], [1.616, -3.285, -1.597], [0.742, -4.009, -2.958], [1.746, -2.426, -4.294], [7.974, -3.561, -2.871], [6.928, -3.543, -3.969], [5.774, -2.825, -3.545], [7.571, -4.022, -1.967], [8.861, -4.116, -3.185], [8.273, -2.543, -2.605], [6.617, -4.559, -4.217], [7.323, -3.072, -4.875], [6.050, -1.925, -3.336]], "largest_force_ha_per_bohr": 0.0868, "total_charge": 0, "homo_energy_ev": -8.98, "homo_lumo_gap_ev": 7.77, "lumo_ev": -1.207, "smiles": "O=C1c2c(C(F)(F)C(F)(F)F)cc(CCCI)c(C(F)(F)c3cccc(C(F)(F)F)c3)c2C(=O)N1P(=O)(O)O.CCO.CCO.CCO.CCO.CCO"}

***

(2)
{"formula": "C42H36N7PPbSSe2", "method": "wB97M-V/def2-TZVPD", "elements": ["Pb", "N", "C", "N", "C", "N", "N", "C", "C", "C", "C", "C", "C", "N", "C", "C", "C", "C", "C", "C", "H", "H", "H", "H", "H", "H", "H", "H", "H", "H", "H", "C", "C", "C", "C", "C", "C", "C", "C", "C", "S", "C", "N", "H", "H", "H", "H", "H", "H", "H", "H", "Se", "P", "Se", "C", "C", "C", "C", "C", "C", "C", "C", "C", "C", "C", "C", "H", "H", "H", "H", "H", "H", "H", "H", "H", "H", "N", "C", "C", "C", "C", "C", "C", "H", "H", "H", "H", "H", "H", "H"], "xyz": [[0.159, -0.014, -0.252], [-3.967, 2.979, -0.618], [-2.694, 2.742, -0.981], [-1.689, 2.640, -0.179], [-1.918, 2.747, 1.187], [-0.972, 2.669, 2.066], [0.219, 2.166, 1.588], [1.271, 2.597, 2.151], [2.577, 1.992, 1.827], [3.720, 2.399, 2.502], [4.927, 1.787, 2.201], [4.950, 0.792, 1.243], [3.758, 0.446, 0.619], [2.601, 1.035, 0.895], [-3.292, 2.929, 1.663], [-3.618, 2.937, 3.021], [-4.933, 3.043, 3.420], [-5.948, 3.138, 2.466], [-5.648, 3.128, 1.121], [-4.317, 3.020, 0.725], [-4.688, 2.934, -1.319], [-2.524, 2.657, -2.049], [1.229, 3.382, 2.908], [3.656, 3.179, 3.250], [5.834, 2.080, 2.714], [5.865, 0.277, 0.984], [3.718, -0.356, -0.109], [-2.816, 2.843, 3.739], [-5.182, 3.041, 4.473], [-6.980, 3.208, 2.782], [-6.432, 3.187, 0.376], [-1.161, 0.196, -3.666], [-0.442, -1.117, -3.656], [-0.472, -1.905, -4.834], [0.142, -3.115, -4.839], [0.822, -3.567, -3.685], [1.482, -4.813, -3.659], [2.148, -5.193, -2.529], [2.176, -4.353, -1.406], [1.532, -3.131, -1.376], [1.605, -2.215, 0.118], [0.829, -2.719, -2.551], [0.177, -1.514, -2.565], [-2.206, 0.028, -3.406], [-1.102, 0.664, -4.647], [-0.733, 0.876, -2.934], [-0.993, -1.529, -5.704], [0.129, -3.745, -5.721], [1.452, -5.444, -4.539], [2.662, -6.145, -2.488], [2.703, -4.673, -0.516], [-1.566, -0.782, 1.957], [-3.139, -1.605, 0.712], [-3.443, -0.583, -1.133], [-4.687, -1.622, 1.671], [-5.805, -2.213, 1.084], [-7.020, -2.215, 1.747], [-7.132, -1.610, 2.994], [-6.025, -1.012, 3.574], [-4.801, -1.020, 2.916], [-2.749, -3.357, 0.421], [-1.908, -3.673, -0.643], [-1.507, -4.982, -0.853], [-1.956, -5.987, -0.006], [-2.794, -5.676, 1.055], [-3.187, -4.363, 1.274], [-5.722, -2.662, 0.101], [-7.883, -2.681, 1.290], [-8.084, -1.605, 3.509], [-6.109, -0.538, 4.544], [-3.934, -0.553, 3.366], [-1.578, -2.888, -1.313], [-0.843, -5.215, -1.677], [-1.654, -7.013, -0.174], [-3.141, -6.455, 1.722], [-3.827, -4.128, 2.115], [1.891, 2.262, -2.319], [1.172, 2.664, -3.433], [1.453, 2.123, -4.690], [0.736, 2.529, -5.803], [-0.280, 3.469, -5.691], [-0.554, 4.016, -4.444], [0.167, 3.631, -3.325], [1.510, 2.485, -1.412], [2.327, 1.355, -2.367], [2.235, 1.378, -4.786], [0.973, 2.098, -6.768], [-0.841, 3.777, -6.563], [-1.333, 4.761, -4.339], [-0.056, 4.061, -2.354]], "largest_force_ha_per_bohr": 0.0075, "total_charge": 0, "homo_energy_ev": -7.09, "homo_lumo_gap_ev": 6.77, "lumo_ev": -0.328, "e_above_lowest_kj_mol": 6.4}

***

(3)
{"formula": "C18H22ClN3O5S2", "method": "wB97M-V/def2-TZVPD", "elements": ["C", "C", "C", "C", "C", "Cl", "C", "C", "N", "C", "C", "O", "N", "C", "C", "C", "C", "C", "N", "C", "S", "C", "O", "O", "C", "S", "C", "O", "O", "H", "H", "H", "H", "H", "H", "H", "H", "H", "H", "H", "H", "H", "H", "H", "H", "H", "H", "H", "H", "H", "H"], "xyz": [[-1.206, 0.600, -2.357], [-1.802, -0.713, -2.748], [-2.527, -0.861, -3.924], [-3.068, -2.078, -4.300], [-2.879, -3.181, -3.484], [-3.542, -4.713, -3.930], [-2.168, -3.066, -2.302], [-1.636, -1.837, -1.936], [-0.925, -1.716, -0.717], [0.329, -2.423, -0.547], [1.482, -1.435, -0.815], [2.213, -1.540, -1.774], [1.508, -0.463, 0.122], [2.297, 0.689, 0.179], [3.190, 1.052, -0.823], [3.901, 2.228, -0.675], [3.734, 3.043, 0.430], [2.838, 2.684, 1.442], [2.649, 3.491, 2.560], [3.339, 4.754, 2.667], [1.414, 3.198, 3.663], [-0.099, 3.469, 2.704], [1.457, 1.843, 4.114], [1.493, 4.227, 4.656], [2.127, 1.495, 1.300], [-1.786, -1.285, 0.623], [-2.698, -2.762, 1.140], [-0.826, -0.968, 1.645], [-2.732, -0.279, 0.253], [-0.134, 0.493, -2.201], [-1.381, 1.346, -3.126], [-1.652, 0.935, -1.422], [-2.667, -0.005, -4.566], [-3.625, -2.173, -5.218], [-2.020, -3.933, -1.676], [0.402, -3.253, -1.254], [0.394, -2.794, 0.478], [0.822, -0.540, 0.872], [3.325, 0.423, -1.686], [4.603, 2.522, -1.441], [4.310, 3.949, 0.500], [4.419, 4.601, 2.706], [3.092, 5.417, 1.834], [3.014, 5.209, 3.599], [-0.929, 3.118, 3.304], [-0.178, 4.533, 2.526], [-0.043, 2.914, 1.777], [1.464, 1.160, 2.079], [-3.193, -2.521, 2.072], [-1.995, -3.572, 1.285], [-3.423, -2.991, 0.371]], "largest_force_ha_per_bohr": 0.0205, "total_charge": 0, "homo_energy_ev": -8.39, "homo_lumo_gap_ev": 8.68, "lumo_ev": 0.290, "smiles": "Cc1ccc(Cl)cc1N(CC(=O)Nc1cccc(N(C)S(C)(=O)=O)c1)S(C)(=O)=O"}